Entry 1:
This record from the OMol25 dataset describes the molecule C2H5N5 at a distorted geometry. The level of theory is ωB97M-V with the def2-TZVPD basis set.

Computed properties:
**Structure (SMILES)**: NC1=N[C@H](N)N=N1
**E_tot**: -352.96277 hartree
**Energy relative to the best compared isomer or geometry (same formula, charge and spin)**: 32.6 kcal per mole
**HOMO-LUMO gap**: 9.69 eV
**HOMO level**: -9.4 eV
**E_LUMO**: 0.0090 Eh

Positions of all 12 atoms, in Å:
C  0.91  -0.52  -0.13
C  -1.06  0.34  -0.14
N  2.01  -0.32  0.77
N  -2.36  0.63  0.00
N  0.83  0.50  -1.17
N  -0.32  0.96  -1.19
N  -0.37  -0.53  0.51
H  0.99  -1.46  -0.72
H  2.88  -0.31  0.25
H  2.03  -1.06  1.46
H  -2.83  0.31  0.83
H  -2.69  1.46  -0.46

Taken from the Löwdin analysis, the atomic charges in e are: number 1, C, carries -0.52; number 2, C, carries -0.48; number 3, N, carries 0.06; number 4, N, carries 0.16; number 5, N, carries 0.07; number 6, N, carries 0.08; number 7, N, carries 0.13; number 8, H, carries 0.15; number 9, H, carries 0.07; number 10, H, carries 0.08; number 11, H, carries 0.11; number 12, H, carries 0.10

=====

Entry 2:
This record from the OMol25 dataset describes the molecule C6H10O2 at a distorted geometry. The level of theory is ωB97M-V with the def2-TZVPD basis set.

Computed properties:
**E_tot**: -384.97537 hartree
**Energy relative to the best compared isomer or geometry (same formula, charge and spin)**: 79.7 kcal per mole
**HOMO-LUMO gap (alpha / beta)**: 8.17 / 8.36 eV
**HOMO level (alpha / beta)**: -8.2 / -8.6 eV
**E_LUMO (alpha / beta)**: -0.0017 / -0.0077 Eh

Positions of all 18 atoms, in Å:
C  -1.69  0.83  0.22
C  -0.32  -1.13  -0.61
C  1.08  -1.72  -0.73
C  0.29  1.33  -0.39
C  -0.43  0.09  0.32
C  0.09  -0.07  1.67
O  0.56  2.36  0.45
O  0.67  1.31  -1.53
H  0.92  3.07  -0.10
H  -2.50  0.47  -0.40
H  -1.85  1.68  0.86
H  -1.02  -1.87  -0.23
H  -0.68  -0.82  -1.60
H  1.15  0.06  1.86
H  -0.57  0.04  2.51
H  1.45  -2.05  0.24
H  1.78  -0.99  -1.14
H  1.07  -2.59  -1.40

Taken from the Löwdin analysis, the atomic charges in e are: number 1, C, carries 0.11; number 2, C, carries -0.19; number 3, C, carries -0.09; number 4, C, carries -0.49; number 5, C, carries -0.53; number 6, C, carries 0.12; number 7, O, carries 0.09; number 8, O, carries 0.11; number 9, H, carries 0.13; number 10, H, carries 0.08; number 11, H, carries 0.08; number 12, H, carries 0.12; number 13, H, carries 0.12; number 14, H, carries 0.08; number 15, H, carries 0.07; number 16, H, carries 0.07; number 17, H, carries 0.07; number 18, H, carries 0.07

=====

Entry 3:
This record from the OMol25 dataset describes a structure of composition C34H35IInN6O3SSi. The level of theory is ωB97M-V with the def2-TZVPD basis set.

Computed properties:
**Charge**: -1
**E_tot**: -3046.56220 hartree
**Energy relative to the best compared isomer or geometry (same formula, charge and spin)**: 18.1 kcal per mole
**HOMO-LUMO gap**: 7.09 eV
**HOMO level**: -4.8 eV
**E_LUMO**: 0.0832 Eh

Positions of all 82 atoms, in Å:
In  0.47  -0.42  -0.58
C  4.70  -1.32  1.61
C  4.51  -1.43  2.99
C  3.27  -1.15  3.51
C  2.22  -0.79  2.65
N  2.39  -0.75  1.33
C  3.61  -0.98  0.84
N  1.05  -0.37  3.25
C  -0.11  -0.30  2.68
N  -0.59  -0.73  1.45
C  -1.98  -0.75  1.56
N  -2.89  -1.30  0.85
C  -2.76  -1.78  -0.44
C  -3.81  -2.58  -0.93
C  -3.85  -2.88  -2.27
C  -2.85  -2.39  -3.11
C  -1.83  -1.67  -2.54
N  -1.76  -1.41  -1.23
C  -2.39  -0.10  2.83
C  -3.64  0.23  3.32
C  -3.68  0.91  4.54
C  -2.51  1.22  5.23
C  -1.26  0.86  4.73
C  -1.24  0.21  3.51
H  5.66  -1.50  1.15
H  5.33  -1.71  3.64
H  3.07  -1.18  4.58
H  3.70  -0.89  -0.24
H  -4.59  -2.87  -0.25
H  -4.67  -3.47  -2.67
H  -2.87  -2.57  -4.18
H  -1.01  -1.29  -3.13
H  -4.53  -0.02  2.77
H  -4.63  1.20  4.96
H  -2.57  1.75  6.17
H  -0.34  1.09  5.25
C  3.17  0.73  -5.37
C  2.14  1.51  -4.90
C  1.21  0.95  -4.03
N  1.28  -0.32  -3.63
C  2.27  -1.07  -4.10
C  3.24  -0.60  -4.97
H  3.92  1.14  -6.04
H  2.05  2.55  -5.18
H  0.38  1.52  -3.63
H  2.29  -2.10  -3.76
H  4.03  -1.26  -5.32
C  2.98  -3.39  -1.18
Si  1.14  -2.93  -0.90
C  0.26  -3.93  -2.25
C  0.64  -3.79  0.70
H  3.03  -4.38  -1.64
H  3.52  -3.44  -0.23
H  3.51  -2.69  -1.82
H  0.72  -4.92  -2.30
H  0.32  -3.48  -3.25
H  -0.80  -4.06  -2.02
H  0.84  -4.87  0.64
H  -0.42  -3.64  0.89
H  1.18  -3.39  1.56
I  1.84  2.58  1.13
C  1.73  1.39  -0.65
H  2.77  1.17  -0.90
H  1.32  2.08  -1.38
C  -1.00  5.71  2.85
C  -1.34  4.80  1.70
C  -2.13  3.68  1.88
C  -2.39  2.81  0.82
C  -1.85  3.07  -0.42
C  -1.08  4.20  -0.63
C  -0.83  5.06  0.42
S  -2.11  1.91  -1.75
O  -3.24  1.11  -1.36
O  -2.26  2.70  -2.96
O  -0.82  1.16  -1.78
H  -1.68  5.55  3.69
H  -1.05  6.76  2.56
H  0.01  5.51  3.20
H  -2.54  3.46  2.86
H  -3.01  1.93  0.96
H  -0.67  4.40  -1.62
H  -0.21  5.94  0.27

Taken from the Löwdin analysis, the atomic charges in e are: number 1, In, carries 0.63; number 2, C, carries -0.07; number 3, C, carries -0.08; number 4, C, carries -0.01; number 5, C, carries -0.37; number 6, N, carries 0.05; number 7, C, carries -0.18; number 8, N, carries 0.16; number 9, C, carries -0.31; number 10, N, carries 0.09; number 11, C, carries -0.29; number 12, N, carries 0.18; number 13, C, carries -0.33; number 14, C, carries -0.01; number 15, C, carries -0.07; number 16, C, carries -0.07; number 17, C, carries -0.17; number 18, N, carries 0.05; number 19, C, carries -0.12; number 20, C, carries -0.02; number 21, C, carries -0.09; number 22, C, carries -0.09; number 23, C, carries -0.01; number 24, C, carries -0.11; number 25, H, carries 0.10; number 26, H, carries 0.10; number 27, H, carries 0.10; number 28, H, carries 0.10; number 29, H, carries 0.11; number 30, H, carries 0.10; number 31, H, carries 0.10; number 32, H, carries 0.09; number 33, H, carries 0.11; number 34, H, carries 0.10; number 35, H, carries 0.09; number 36, H, carries 0.11; number 37, C, carries -0.09; number 38, C, carries -0.05; number 39, C, carries -0.12; number 40, N, carries 0.06; number 41, C, carries -0.14; number 42, C, carries -0.07; number 43, H, carries 0.10; number 44, H, carries 0.10; number 45, H, carries 0.09; number 46, H, carries 0.09; number 47, H, carries 0.10; number 48, C, carries -0.24; number 49, Si, carries 0.45; number 50, C, carries -0.24; number 51, C, carries -0.23; number 52, H, carries 0.02; number 53, H, carries 0.01; number 54, H, carries 0.00; number 55, H, carries 0.02; number 56, H, carries 0.01; number 57, H, carries 0.02; number 58, H, carries 0.03; number 59, H, carries 0.02; number 60, H, carries 0.01; number 61, I, carries 0.78; number 62, C, carries -0.75; number 63, H, carries -0.06; number 64, H, carries -0.07; number 65, C, carries -0.06; number 66, C, carries -0.30; number 67, C, carries -0.04; number 68, C, carries -0.05; number 69, C, carries -0.27; number 70, C, carries -0.08; number 71, C, carries -0.09; number 72, S, carries 0.47; number 73, O, carries -0.31; number 74, O, carries -0.32; number 75, O, carries -0.45; number 76, H, carries 0.07; number 77, H, carries 0.07; number 78, H, carries 0.08; number 79, H, carries 0.10; number 80, H, carries 0.10; number 81, H, carries 0.12; number 82, H, carries 0.11

=====

Entry 4:
This record from the OMol25 dataset describes the molecule CH2N4 at a distorted geometry. The level of theory is ωB97M-V with the def2-TZVPD basis set.

Computed properties:
**Structure (SMILES)**: c1nn[nH]n1
**E_tot**: -258.28363 hartree
**Energy relative to the best compared isomer or geometry (same formula, charge and spin)**: 39.0 kcal per mole
**HOMO-LUMO gap**: 12.20 eV
**HOMO level**: -11.1 eV
**E_LUMO**: 0.0389 Eh

Positions of all 7 atoms, in Å:
C  -1.03  -0.16  -0.04
H  -2.08  -0.53  0.09
H  2.03  -0.44  0.03
N  -0.66  1.11  0.00
N  0.66  1.11  -0.04
N  1.05  -0.11  0.00
N  0.02  -0.98  -0.03

Taken from the Löwdin analysis, the atomic charges in e are: number 1, C, carries -0.26; number 2, H, carries 0.12; number 3, H, carries 0.17; number 4, N, carries 0.00; number 5, N, carries -0.01; number 6, N, carries -0.07; number 7, N, carries 0.05

=====

Entry 5:
This record from the OMol25 dataset describes a structure of composition C46H29N13Os at a distorted geometry. The level of theory is ωB97M-V with the def2-TZVPD basis set.

Computed properties:
**E_tot**: -2572.56744 hartree
**Energy relative to the best compared isomer or geometry (same formula, charge and spin)**: 0.0 kcal per mole
**Spin multiplicity**: 5
**HOMO-LUMO gap (alpha / beta)**: 4.61 / 4.88 eV
**HOMO level (alpha / beta)**: -6.3 / -7.6 eV
**E_LUMO (alpha / beta)**: -0.0622 / -0.1013 Eh

Positions of all 89 atoms, in Å:
Os  -0.38  0.30  0.04
C  6.30  -3.58  -1.70
C  5.35  -3.53  -2.65
C  4.22  -2.71  -2.43
C  4.02  -2.02  -1.24
C  5.11  -2.03  -0.32
C  6.23  -2.85  -0.50
C  2.78  -1.27  -0.88
C  2.17  -0.49  -1.88
C  2.79  0.02  -3.06
C  1.88  0.84  -3.67
C  0.76  0.95  -2.81
C  -0.31  1.86  -2.96
C  -1.05  1.91  -4.19
C  -0.74  1.00  -5.28
C  -1.29  1.23  -6.52
C  -2.42  1.99  -6.64
C  -2.75  2.88  -5.59
C  -2.14  2.74  -4.35
C  -0.46  2.72  -1.85
N  -0.26  2.25  -0.49
C  -0.24  3.34  0.34
C  -0.08  3.50  1.77
C  -1.14  3.07  2.71
C  -1.69  3.87  3.74
C  -1.01  4.68  4.60
C  0.40  4.65  4.64
C  1.29  4.39  3.63
C  1.01  4.12  2.27
C  -1.63  1.69  2.60
C  -2.41  1.22  3.71
C  -2.22  -0.15  3.82
C  -1.34  -0.55  2.70
N  -0.97  0.59  1.95
C  -0.64  -1.79  2.70
C  0.55  -1.88  1.97
C  1.63  -2.83  2.16
C  2.62  -2.61  1.22
C  2.16  -1.51  0.38
N  1.00  -1.00  0.96
C  -1.20  -2.92  3.42
C  -2.47  -3.45  3.15
C  -2.99  -4.57  3.76
C  -2.20  -5.32  4.64
C  -0.93  -4.84  4.96
C  -0.47  -3.67  4.41
C  -0.58  4.50  -0.41
C  -0.74  4.14  -1.75
N  0.93  0.14  -1.74
H  7.15  -4.26  -1.82
H  5.39  -4.06  -3.59
H  3.42  -2.78  -3.21
H  5.01  -1.55  0.61
H  7.03  -2.87  0.20
H  3.77  -0.23  -3.44
H  2.00  1.31  -4.61
H  -0.09  0.14  -5.11
H  -0.88  0.80  -7.46
H  -3.14  1.92  -7.46
H  -3.48  3.71  -5.76
H  -2.65  3.33  -3.57
H  -2.80  3.85  3.86
H  -1.58  5.33  5.26
H  0.82  5.04  5.59
H  2.38  4.41  3.90
H  1.84  4.45  1.56
H  -2.81  1.89  4.43
H  -2.59  -0.97  4.41
H  1.59  -3.59  2.95
H  3.49  -3.23  1.02
H  -3.10  -2.94  2.45
H  -4.09  -4.78  3.70
H  -2.49  -6.27  5.06
H  -0.22  -5.36  5.57
H  0.46  -3.22  4.83
H  -0.57  5.52  0.03
H  -0.90  4.70  -2.66
N  -2.88  -0.91  -2.24
C  -3.18  0.21  -1.50
N  -4.38  0.73  -1.47
N  -4.35  1.73  -0.57
N  -3.08  1.79  -0.03
N  -2.36  0.83  -0.62
C  -1.81  -1.73  -1.82
N  -1.62  -2.91  -2.36
N  -0.69  -3.50  -1.57
N  -0.34  -2.70  -0.57
N  -1.01  -1.56  -0.70
H  -3.68  -1.34  -2.66

Taken from the Löwdin analysis, the atomic charges in e are: number 1, Os, carries 1.70; number 2, C, carries -0.11; number 3, C, carries -0.08; number 4, C, carries -0.02; number 5, C, carries -0.17; number 6, C, carries -0.04; number 7, C, carries -0.05; number 8, C, carries -0.03; number 9, C, carries -0.20; number 10, C, carries 0.02; number 11, C, carries 0.00; number 12, C, carries -0.24; number 13, C, carries -0.11; number 14, C, carries -0.16; number 15, C, carries -0.01; number 16, C, carries -0.11; number 17, C, carries -0.10; number 18, C, carries -0.07; number 19, C, carries -0.05; number 20, C, carries -0.19; number 21, N, carries -0.11; number 22, C, carries -0.27; number 23, C, carries -0.13; number 24, C, carries -0.06; number 25, C, carries -0.05; number 26, C, carries -0.07; number 27, C, carries -0.09; number 28, C, carries -0.08; number 29, C, carries -0.02; number 30, C, carries -0.18; number 31, C, carries 0.01; number 32, C, carries 0.05; number 33, C, carries -0.18; number 34, N, carries -0.08; number 35, C, carries -0.09; number 36, C, carries -0.22; number 37, C, carries 0.02; number 38, C, carries 0.01; number 39, C, carries -0.21; number 40, N, carries -0.07; number 41, C, carries -0.17; number 42, C, carries -0.04; number 43, C, carries -0.08; number 44, C, carries -0.07; number 45, C, carries -0.09; number 46, C, carries -0.04; number 47, C, carries -0.03; number 48, C, carries 0.00; number 49, N, carries 0.01; number 50, H, carries 0.11; number 51, H, carries 0.11; number 52, H, carries 0.13; number 53, H, carries 0.10; number 54, H, carries 0.10; number 55, H, carries 0.12; number 56, H, carries 0.11; number 57, H, carries 0.11; number 58, H, carries 0.12; number 59, H, carries 0.11; number 60, H, carries 0.12; number 61, H, carries 0.12; number 62, H, carries 0.14; number 63, H, carries 0.11; number 64, H, carries 0.11; number 65, H, carries 0.12; number 66, H, carries 0.15; number 67, H, carries 0.10; number 68, H, carries 0.11; number 69, H, carries 0.11; number 70, H, carries 0.11; number 71, H, carries 0.11; number 72, H, carries 0.13; number 73, H, carries 0.10; number 74, H, carries 0.10; number 75, H, carries 0.12; number 76, H, carries 0.12; number 77, H, carries 0.11; number 78, N, carries 0.15; number 79, C, carries -0.46; number 80, N, carries 0.03; number 81, N, carries -0.03; number 82, N, carries -0.02; number 83, N, carries -0.13; number 84, C, carries -0.40; number 85, N, carries 0.04; number 86, N, carries -0.04; number 87, N, carries -0.03; number 88, N, carries -0.13; number 89, H, carries 0.14

=====

> energy relative to the best compared isomer or geometry (same formula, charge and spin) of number 3 (C34H35IInN6O3SSi)?

18.1 kcal per mole

=====

Repeat the first record exactly.
This record from the OMol25 dataset describes the molecule C2H5N5 at a distorted geometry. The level of theory is ωB97M-V with the def2-TZVPD basis set.

Computed properties:
**Structure (SMILES)**: NC1=N[C@H](N)N=N1
**E_tot**: -352.96277 hartree
**Energy relative to the best compared isomer or geometry (same formula, charge and spin)**: 32.6 kcal per mole
**HOMO-LUMO gap**: 9.69 eV
**HOMO level**: -9.4 eV
**E_LUMO**: 0.0090 Eh

Positions of all 12 atoms, in Å:
C  0.91  -0.52  -0.13
C  -1.06  0.34  -0.14
N  2.01  -0.32  0.77
N  -2.36  0.63  0.00
N  0.83  0.50  -1.17
N  -0.32  0.96  -1.19
N  -0.37  -0.53  0.51
H  0.99  -1.46  -0.72
H  2.88  -0.31  0.25
H  2.03  -1.06  1.46
H  -2.83  0.31  0.83
H  -2.69  1.46  -0.46

Taken from the Löwdin analysis, the atomic charges in e are: number 1, C, carries -0.52; number 2, C, carries -0.48; number 3, N, carries 0.06; number 4, N, carries 0.16; number 5, N, carries 0.07; number 6, N, carries 0.08; number 7, N, carries 0.13; number 8, H, carries 0.15; number 9, H, carries 0.07; number 10, H, carries 0.08; number 11, H, carries 0.11; number 12, H, carries 0.10